Record 1
A molecular structure, C29H38EuN2OP2Si at a distorted geometry. Source: OMol25; level of theory: ωB97M-V with the def2-TZVPD basis set.

⟨S²⟩ = 12.055
multiplicity = 7
Kohn-Sham gap (alpha / beta) = 0.211 / 0.255 hartree
total charge = +1

Each line ends with the Mulliken charge.
Geometry (Å):
Eu1 0.01684 -0.38540 0.15409  -0.09
P1 -2.62074 0.67664 -0.62991  1.10
P2 -0.00228 -3.10793 -0.81030  1.12
Si1 -0.29058 1.98434 2.98739  0.04
O1 2.58835 0.60551 0.51377  0.12
N1 0.73538 0.21328 -1.66258  0.61
N2 0.06877 0.33749 2.54803  -0.12
C1 3.27688 1.50768 0.37832  -0.21
C2 -0.15603 -0.87218 3.12600  0.40
C3 3.18027 1.71153 -2.19187  -2.69
C4 1.27856 -4.38979 -0.57986  -1.16
C5 0.39029 -2.53710 -2.53969  -1.25
C6 0.64445 1.61892 -1.98591  1.27
C7 -0.71129 3.60825 -2.00608  -0.50
C8 -1.46710 -4.16394 -1.10131  -1.30
C9 2.87093 -2.47429 -3.16276  -0.46
C10 -2.14389 2.22851 3.14933  -1.15
C11 0.14216 -3.29842 2.91740  -0.52
C12 3.08380 0.23171 -2.38620  1.27
C13 -3.63009 2.13038 -0.16074  -1.40
C14 -0.94465 -3.49121 3.77506  -0.82
C15 -3.95148 -0.38732 -1.30707  -1.35
C16 4.19960 -0.44012 -2.88712  -1.15
C17 0.46613 4.35777 -1.92535  -1.06
C18 1.85010 2.36254 -1.97016  0.89
C19 0.57044 -2.00627 2.61929  -0.42
C20 -1.16727 -1.09968 4.10172  -0.34
C21 -0.65377 2.21632 -2.05514  -0.16
C22 0.56212 2.35981 4.61149  -1.20
C23 4.07428 -1.77370 -3.27169  -0.94
C24 0.37921 3.10980 1.63814  -0.42
C25 1.73856 -1.83563 -2.65974  -0.02
C26 1.85391 -0.46084 -2.28464  0.46
C27 -1.57242 -2.39704 4.38401  -0.60
C28 -1.88438 1.32352 -2.22305  -1.72
C29 1.72836 3.75687 -1.92629  -1.19
H1 -1.22227 -5.01023 -1.75822  0.44
H2 4.01671 2.05774 -1.72726  1.01
H3 1.33577 2.75496 1.21585  -0.02
H4 1.45813 -1.81601 1.99271  0.76
H5 -2.39691 -2.55301 5.07734  0.41
H6 3.59443 2.19046 -3.08906  0.88
H7 -3.93641 2.02006 0.88630  0.38
H8 2.75720 -3.52303 -3.47271  0.45
H9 0.35870 5.43927 -1.91115  0.38
H10 -0.16818 2.48768 5.42150  0.34
H11 5.15169 0.07871 -3.03210  0.50
H12 1.32816 -4.65700 0.48273  0.24
H13 -1.63056 0.42855 -2.82902  0.43
H14 -1.70401 4.06321 -2.07302  0.46
H15 -2.68123 1.91151 -2.70560  0.72
H16 -4.76103 0.21614 -1.73964  0.42
H17 -2.27588 -3.56706 -1.54188  0.31
H18 -1.81683 -4.53525 -0.12923  0.39
H19 -2.49088 3.00072 2.44833  0.36
H20 2.61307 4.39264 -1.88118  0.49
H21 -0.33944 3.24351 0.81395  -0.08
H22 -1.63902 -0.23660 4.57504  0.37
H23 0.39645 -3.44726 -3.15213  0.63
H24 1.24724 1.54532 4.88095  0.31
H25 -2.38055 2.55972 4.17203  0.47
H26 -2.69840 1.30070 2.94637  0.31
H27 2.26369 -4.00800 -0.86966  0.35
H28 -0.44585 -1.87428 -2.84497  0.17
H29 -4.52246 2.19512 -0.79809  0.46
H30 0.55790 4.09690 2.10244  0.50
H31 -3.55144 -1.07301 -2.06455  0.34
H32 -3.05135 3.05829 -0.24394  0.33
H33 -1.28657 -4.50231 3.99484  0.40
H34 1.14548 3.28489 4.51176  0.36
H35 0.65954 -4.15163 2.47631  0.47
H36 4.92172 -2.31634 -3.66555  0.39
H37 -4.34916 -0.98805 -0.47913  0.41
H38 1.03910 -5.28699 -1.16694  0.42

=====

Record 2
A molecular structure, C29H38FN8O2S at a distorted geometry. Source: OMol25; level of theory: ωB97M-V with the def2-TZVPD basis set.

Kohn-Sham gap = 0.106 hartree
total charge = +1

Each line ends with the Mulliken charge.
Geometry (Å):
S1 0.68086 -1.21583 4.08227  0.76
F1 0.74167 -2.52546 3.24437  -0.16
O1 1.22505 1.97046 3.38493  -0.13
O2 1.80193 -0.32424 3.61350  -0.40
N1 1.02925 -1.21464 -0.85881  0.06
N2 2.65248 -6.12357 6.63933  -0.01
N3 -4.67737 6.18572 0.49438  0.01
N4 -3.70198 1.52396 -0.00661  0.05
N5 -0.50235 -4.23747 -4.37699  0.16
N6 2.30979 4.49766 2.02408  0.13
N7 -0.25053 -0.72331 -5.63725  0.08
N8 1.18383 1.10443 2.73325  0.61
C1 2.27954 5.27235 0.89161  -0.56
C2 -2.90964 2.62224 -0.19526  -0.24
C3 -5.51662 8.04325 -0.36113  -0.39
C4 4.05030 5.85593 2.15180  -0.61
C5 -6.24874 6.93428 -0.87007  -0.47
C6 -1.72098 0.76374 -0.63303  0.20
C7 4.81019 -6.09936 7.13065  -0.37
C8 3.34455 6.12454 0.94455  -0.36
C9 3.24539 -5.25501 5.75941  -0.62
C10 2.16647 -0.48519 -2.60839  -0.41
C11 -1.68093 -4.84744 -4.04544  -0.40
C12 -1.67228 2.18658 -0.58611  -1.01
C13 -2.98754 0.38769 -0.26660  -1.06
C14 -2.32649 -1.05268 -6.33039  -0.47
C15 -4.55732 7.55015 0.47782  -0.49
C16 -5.70954 5.80368 -0.32387  -0.35
C17 1.93556 -0.30534 -0.38534  -0.32
C18 3.39147 4.84928 2.79615  -0.20
C19 0.49742 -5.16973 -4.43998  -0.45
C20 -1.43403 -6.18533 -3.89897  -0.56
C21 1.16277 -1.32866 -2.21265  -0.66
C22 4.58431 -5.21746 6.03969  -0.51
C23 3.60310 -6.64271 7.47394  -0.48
C24 -0.16148 -1.18143 -6.92643  -0.51
C25 -1.43187 -1.39738 -7.38236  -0.40
C26 2.65782 0.16866 -1.44453  -0.78
C27 -0.04823 -6.39035 -4.14992  -0.48
C28 -1.56892 -0.63816 -5.26987  -0.58
C29 1.28393 -1.79505 5.62212  -0.80
H1 0.48295 -7.32634 -4.12233  0.40
H2 1.98699 -0.07588 0.66271  0.24
H3 -0.82740 2.81289 -0.81956  0.57
H4 3.59600 4.35681 3.73179  0.34
H5 3.44657 0.89984 -1.39657  0.46
H6 1.50617 -4.88659 -4.68626  0.37
H7 -2.58926 -4.27883 -3.94617  0.39
H8 5.75275 -6.31238 7.60410  0.40
H9 -5.96968 4.76627 -0.44531  0.34
H10 -4.66503 1.54822 0.27456  0.19
H11 1.16048 -2.86848 5.69970  0.28
H12 -1.69462 -1.76103 -8.36065  0.43
H13 -2.16302 -6.93536 -3.64361  0.39
H14 5.32219 -4.62980 5.52032  0.40
H15 -3.44035 -0.58470 -0.17612  0.42
H16 3.34104 -7.35365 8.23766  0.38
H17 2.31092 -1.49046 5.78569  0.33
H18 -1.84869 -0.29121 -4.28909  0.47
H19 -3.29488 3.61484 -0.04184  0.28
H20 0.79348 -1.31452 -7.40418  0.37
H21 0.65765 -1.29908 6.35959  0.38
H22 -4.09828 5.56546 1.02624  0.21
H23 4.93971 6.34983 2.50287  0.39
H24 -0.91934 0.10294 -0.91055  0.62
H25 1.64398 3.79184 2.24981  0.13
H26 2.51560 -0.34463 -3.61768  0.50
H27 0.53281 -1.99897 -2.77201  0.66
H28 3.59533 6.86179 0.20180  0.40
H29 -5.67969 9.08292 -0.58686  0.39
H30 2.67017 -4.74584 5.00389  0.62
H31 -3.40161 -1.10269 -6.35408  0.42
H32 -7.07634 6.96720 -1.55751  0.39
H33 -0.38989 -3.25441 -4.55045  0.22
H34 -3.80343 8.04912 1.06118  0.37
H35 1.50687 5.14948 0.15279  0.39
H36 0.36307 -1.71877 -0.30439  0.24
H37 0.52950 -0.48422 -5.05283  0.18
H38 1.67643 -6.35043 6.66950  0.20

=====

Record 3
3 unconnected molecules or ions with the total composition C29H38IO12S at a distorted geometry. Source: OMol25; level of theory: ωB97M-V with the def2-TZVPD basis set.

Kohn-Sham gap = 0.247 hartree
total charge = -1

Each line ends with the Mulliken charge.
Geometry (Å):
I1 -0.74471 -1.84351 1.57788  0.07
S1 0.99647 2.02672 0.41278  1.48
O1 2.32244 2.06639 -0.24528  -0.66
O2 1.98147 4.42475 3.05488  -0.81
O3 3.76684 9.76156 0.60830  -0.35
O4 6.01897 9.96065 0.46869  -0.57
O5 -0.05085 2.75772 2.87739  -0.42
O6 -3.24940 -5.91227 -6.14348  -0.21
O7 3.51015 2.99965 2.29543  -0.66
O8 0.22055 3.13605 -0.19111  -0.79
O9 0.15961 0.63386 0.05556  -0.24
O10 -3.44356 -8.14259 -5.92323  -0.37
O11 5.08009 8.09631 1.34563  -0.36
O12 -1.77429 -7.04702 -4.85654  -0.51
C1 -3.15872 0.94232 3.73436  -0.72
C2 1.11123 2.19307 2.26918  1.07
C3 -1.60772 -1.98417 -3.13841  -0.96
C4 -5.19033 -8.64588 -7.53303  -1.46
C5 -0.80950 -1.48325 -1.95900  -0.06
C6 2.05260 -0.48664 5.05296  -0.73
C7 0.53655 -3.06665 -4.03080  -0.73
C8 3.43908 6.36319 1.84189  -1.48
C9 1.53020 -1.30193 -0.54528  -0.61
C10 1.85044 -0.25571 1.77062  -1.84
C11 -1.16090 -1.66835 6.36893  -0.11
C12 -4.20528 -6.35683 -7.10344  -0.56
C13 -0.21481 -0.89876 6.26604  -0.60
C14 5.04954 9.33204 0.77967  0.63
C15 -1.81967 -3.35311 -5.37865  -0.96
C16 1.36406 0.75483 2.90300  1.28
C17 3.75411 7.84092 1.82951  0.65
C18 0.63840 -1.75955 -1.75850  0.47
C19 0.77134 -0.54710 0.62081  -0.20
C20 2.45312 0.72294 4.06007  -1.05
C21 -2.72799 -7.03522 -5.56865  0.59
C22 1.32556 -2.55990 -2.85047  -0.52
C23 2.31498 3.24135 2.55567  -0.26
C24 -2.42513 2.36296 3.51718  -0.47
C25 0.93760 0.13364 6.04944  -0.07
C26 -4.65041 -7.66589 -6.51719  0.51
C27 -0.93785 -2.81368 -4.19239  0.88
C28 2.92461 8.63538 0.86587  -0.47
C29 -1.28269 2.19532 2.38700  0.44
H1 -5.02162 -5.64066 -7.20067  0.34
H2 -4.47203 -8.81758 -8.33914  0.35
H3 1.97132 -2.24810 -0.08053  0.42
H4 0.41607 0.29621 3.34594  0.02
H5 2.40206 -0.69026 -0.93212  0.42
H6 1.38419 0.50417 7.01982  0.48
H7 -4.23491 1.07841 4.08730  0.35
H8 -1.38134 -0.89170 -1.19125  0.21
H9 0.49341 1.03977 5.51644  0.02
H10 -1.49765 -4.37676 -5.75281  0.21
H11 1.02084 -3.67388 -4.85709  0.23
H12 2.42403 -2.77872 -2.77877  0.32
H13 -3.19374 0.32108 2.78922  0.20
H14 2.74223 8.11911 -0.08107  0.32
H15 -2.88479 -3.48598 -4.99557  0.22
H16 -2.19387 -2.10078 6.41962  0.36
H17 2.85147 0.03445 1.30867  0.41
H18 3.45693 0.42917 3.62209  0.36
H19 -2.63504 0.30600 4.51684  0.05
H20 -1.66147 2.80723 1.50216  0.28
H21 2.43903 6.17948 2.22928  0.48
H22 -3.22218 3.06203 3.13163  0.33
H23 2.95361 -0.70230 5.71368  0.38
H24 3.50965 5.93383 0.83828  0.26
H25 -3.70043 -6.45961 -8.06891  0.30
H26 3.68839 8.24475 2.84626  0.26
H27 2.04070 -1.25918 2.27894  0.49
H28 1.97185 8.95024 1.29170  0.31
H29 -1.99197 2.64958 4.51645  0.24
H30 4.15663 5.82544 2.46238  0.31
H31 -2.71219 -1.74960 -3.19530  0.21
H32 -5.38141 -7.51924 -5.71439  0.25
H33 -5.37457 -9.61569 -7.06574  0.35
H34 1.68201 -1.39659 4.50149  0.33
H35 -1.82451 -2.58419 -6.20695  0.31
H36 -6.12381 -8.28347 -7.96749  0.37
H37 -1.24575 1.09203 2.15475  -0.43
H38 2.49267 1.64770 4.70161  0.39